Record 1
70
Properties=species:S:1:pos:R:3:nbo_charge:R:1 method="wB97M-V/def2-TZVPD" spin_multiplicity=1 charge=-1
Pt 0.924 -1.075 -1.424 0.838
I 1.416 4.338 -1.535 0.127
C 2.768 2.774 -1.450 -0.297
C 4.126 3.127 -1.416 -0.220
C 5.100 2.177 -1.380 -0.191
I 7.095 2.799 -1.315 0.103
C 4.751 0.807 -1.404 -0.117
C 5.688 -0.249 -1.376 -0.124
C 5.248 -1.530 -1.415 -0.252
C 3.869 -1.781 -1.485 0.137
N 2.964 -0.839 -1.513 -0.400
C 3.382 0.468 -1.455 0.091
C 2.325 1.450 -1.444 0.428
O 1.099 1.055 -1.447 -0.749
H 4.391 4.175 -1.414 0.228
H 6.744 -0.023 -1.319 0.222
H 5.930 -2.367 -1.376 0.220
H 3.519 -2.783 -1.511 0.211
C -4.047 3.814 0.433 -0.599
C -3.440 3.364 -0.904 -0.071
C -4.319 3.862 -2.060 -0.598
C -2.066 3.990 -1.038 -0.611
C -3.363 1.838 -0.943 0.003
C -4.582 1.151 -0.805 -0.207
C -4.648 -0.218 -0.814 -0.213
C -3.462 -0.920 -0.968 -0.246
S -3.277 -2.634 -0.995 0.412
C -1.584 -2.417 -1.200 0.108
N -1.161 -1.186 -1.253 -0.466
C -2.230 -0.277 -1.113 0.214
C -2.178 1.123 -1.099 -0.239
C -0.648 -3.505 -1.301 -0.113
C -1.085 -4.828 -1.229 -0.194
C -0.174 -5.854 -1.314 -0.255
C 1.165 -5.511 -1.455 -0.191
C 1.577 -4.190 -1.506 -0.227
C 0.693 -3.097 -1.435 -0.151
H -4.068 4.906 0.482 0.201
H -3.452 3.445 1.270 0.222
H -5.069 3.454 0.563 0.201
H -4.352 4.955 -2.059 0.202
H -5.344 3.496 -1.981 0.201
H -3.915 3.533 -3.019 0.212
H -2.148 5.079 -1.002 0.203
H -1.594 3.718 -1.982 0.220
H -1.406 3.674 -0.232 0.226
H -5.498 1.713 -0.681 0.206
H -5.591 -0.736 -0.697 0.214
H -1.212 1.602 -1.197 0.267
H -2.141 -5.046 -1.106 0.200
H -0.487 -6.888 -1.265 0.204
H 1.914 -6.293 -1.515 0.201
H 2.636 -4.066 -1.594 0.182
F -2.559 -1.676 4.014 -0.313
C -1.382 -1.041 4.155 0.194
C -0.233 -1.617 3.791 0.047
N 0.987 -1.018 3.944 -0.404
C 2.151 -1.655 3.330 -0.347
C 2.029 -1.722 1.785 0.761
O 2.941 -2.361 1.228 -0.768
O 1.008 -1.190 1.304 -0.782
C 1.083 0.281 4.386 0.797
O 2.124 0.893 4.499 -0.635
N -0.131 0.851 4.748 -0.628
C -1.406 0.305 4.690 0.597
O -2.385 0.922 5.060 -0.609
H -0.223 -2.601 3.341 0.237
H 2.255 -2.666 3.724 0.204
H 3.029 -1.079 3.604 0.250
H -0.070 1.800 5.086 0.423

Record 2
75
Properties=species:S:1:pos:R:3:mulliken_spin:R:1 method="wB97M-V/def2-TZVPD" spin_multiplicity=2 charge=-1 s2=0.75
Yb 1.181 -0.059 -0.282 1.003
C 1.436 -1.476 3.141 0.000
O 0.480 -1.345 2.098 0.001
C -0.828 -1.218 2.459 0.001
C -1.254 -1.247 3.778 0.000
C -2.609 -1.156 4.077 0.000
C -3.536 -1.036 3.057 0.000
C -3.108 -0.994 1.739 0.001
C -1.756 -1.074 1.413 -0.002
N -1.260 -0.971 0.092 -0.001
N -2.233 -0.902 -0.773 0.001
C -2.009 -0.838 -2.098 0.000
C -0.725 -0.997 -2.719 0.002
O 0.321 -1.236 -2.056 0.000
C -0.639 -0.827 -4.150 0.000
C -1.718 -0.512 -4.894 0.000
C -3.018 -0.353 -4.303 -0.001
C -4.131 -0.015 -5.089 0.001
C -5.374 0.145 -4.526 0.000
C -5.529 -0.038 -3.145 0.000
C -4.453 -0.368 -2.356 0.000
C -3.169 -0.530 -2.912 -0.001
H 1.468 -0.568 3.748 0.000
H 2.396 -1.616 2.658 0.000
H 1.198 -2.340 3.767 0.000
H -0.537 -1.328 4.580 0.000
H -2.926 -1.170 5.111 0.000
H -4.592 -0.957 3.281 0.000
H -3.818 -0.877 0.935 0.000
H 0.348 -0.936 -4.583 0.000
H -1.620 -0.359 -5.963 0.000
H -3.988 0.123 -6.155 0.000
H -6.225 0.408 -5.140 0.000
H -6.506 0.081 -2.692 0.000
H -4.578 -0.511 -1.293 0.000
O 2.440 1.934 -0.188 0.000
S 3.297 1.472 0.908 0.000
O 4.707 1.660 0.753 0.000
O 2.891 0.070 1.203 0.000
C 2.830 2.384 2.379 -0.001
C 3.875 2.633 3.261 0.000
C 3.651 3.274 4.469 0.000
C 2.370 3.674 4.804 0.000
C 1.321 3.434 3.929 0.000
C 1.533 2.795 2.714 0.000
S 0.068 2.609 1.690 0.000
O 0.147 3.598 0.649 0.000
O -1.056 2.725 2.587 0.000
O 0.182 1.208 1.187 -0.002
H 4.869 2.320 2.974 0.000
H 4.479 3.459 5.142 0.000
H 2.180 4.175 5.745 0.000
H 0.312 3.732 4.176 0.000
O 4.523 -1.620 -2.517 0.000
C 3.591 -1.405 -1.754 -0.001
O 2.882 -0.352 -1.660 -0.002
C 3.174 -2.555 -0.831 0.000
C 3.947 -3.708 -0.777 0.000
C 3.493 -4.782 -0.037 0.000
C 2.264 -4.685 0.600 0.000
C 1.564 -3.496 0.506 -0.001
N 2.019 -2.439 -0.171 -0.002
H 4.869 -3.722 -1.338 0.000
H 4.077 -5.693 0.027 0.000
H 1.849 -5.511 1.161 0.000
H 0.602 -3.374 0.984 0.000
I -0.273 4.109 -5.096 0.000
C -0.440 3.027 -3.358 0.000
C -1.523 2.989 -2.508 0.000
N -1.206 2.124 -1.537 0.000
N 0.013 1.609 -1.698 0.001
C 0.500 2.146 -2.803 0.000
H -2.468 3.503 -2.529 0.000
H -1.722 1.905 -0.698 0.000
H 1.485 1.874 -3.147 0.000

Record 3
77
Properties=species:S:1:pos:R:3:mulliken_charge:R:1 method="wB97M-V/def2-TZVPD" spin_multiplicity=1 charge=-1
Ba 1.614 0.087 -0.619 1.081
C 6.270 0.333 1.473 -0.738
C 6.128 1.486 2.248 -0.311
C 4.873 1.952 2.547 -0.815
C 3.746 1.247 2.084 0.350
N 3.886 0.143 1.324 0.561
C 5.120 -0.283 1.033 -0.657
N 2.487 1.732 2.281 -0.478
C 1.489 0.940 2.534 -0.943
N 0.228 1.250 2.185 -0.569
C -0.621 0.251 2.588 0.767
N -1.886 0.348 2.399 -0.558
C -2.771 -0.701 2.525 0.421
C -3.997 -0.457 3.168 -0.870
C -4.933 -1.463 3.231 -0.337
C -4.652 -2.694 2.640 -0.754
C -3.423 -2.838 2.022 -0.460
N -2.498 -1.882 1.962 0.160
C 0.184 -0.812 3.297 0.288
C -0.160 -1.952 4.006 -0.169
C 0.850 -2.651 4.657 -0.889
C 2.171 -2.215 4.612 -0.839
C 2.511 -1.063 3.914 -0.276
C 1.503 -0.379 3.257 1.113
H 7.241 -0.049 1.194 0.403
H 7.002 2.020 2.599 0.405
H 4.716 2.853 3.123 0.459
H 5.178 -1.162 0.399 0.365
H -4.177 0.521 3.592 0.481
H -5.882 -1.295 3.726 0.392
H -5.365 -3.506 2.649 0.423
H -3.158 -3.772 1.535 0.391
H -1.182 -2.297 4.057 0.488
H 0.602 -3.547 5.212 0.404
H 2.939 -2.774 5.130 0.405
H 3.534 -0.714 3.889 0.511
O 2.213 -0.670 -5.362 -0.587
As 1.023 -0.617 -4.047 1.032
O -0.384 -1.266 -4.596 -0.773
O 1.676 -1.320 -2.701 -0.709
C 0.759 1.340 -3.939 -0.018
C -0.425 1.631 -4.634 -0.661
C -0.856 2.922 -4.873 -0.666
C -0.089 3.987 -4.433 -0.522
C 1.074 3.733 -3.734 -0.952
C 1.504 2.435 -3.460 0.725
S 2.916 2.416 -2.342 1.219
O 3.777 3.491 -2.755 -0.773
O 3.486 1.068 -2.403 -0.650
O 2.283 2.613 -1.022 -0.586
H 1.944 -1.396 -5.937 0.296
H -1.009 0.791 -4.992 0.525
H -1.783 3.087 -5.409 0.398
H -0.393 5.010 -4.620 0.390
H 1.683 4.547 -3.365 0.447
N -0.932 2.904 0.078 0.034
C -1.731 2.038 -0.550 -0.351
N -2.909 2.462 -1.020 -0.707
C -3.664 1.506 -1.546 0.148
N -4.841 1.888 -2.110 -0.385
N -3.383 0.199 -1.570 -0.784
C -2.162 -0.098 -1.140 0.454
N -1.272 0.769 -0.686 0.949
C -1.787 -1.548 -1.155 0.164
C -2.669 -2.465 -1.712 -0.598
C -2.356 -3.808 -1.651 -0.747
C -1.166 -4.186 -1.053 -0.700
C -0.327 -3.195 -0.575 -0.745
N -0.625 -1.899 -0.607 0.986
H -1.321 3.817 0.240 0.271
H -0.313 2.511 0.797 0.346
H -5.167 2.815 -1.908 0.271
H -5.506 1.164 -2.314 0.259
H -3.575 -2.105 -2.174 0.518
H -3.025 -4.549 -2.071 0.428
H -0.872 -5.224 -0.984 0.449
H 0.632 -3.455 -0.139 0.400

The evaluated ΔE to the lowest compared entry with this formula, charge and spin for the records listed, in turn: 10.6 0.0 29.0 kcal per mole.
The evaluated E_tot for the records listed, in turn: -82777.8302 -122808.1270 -134642.0700 eV.
The evaluated E_HOMO for the records listed, in turn: -4.88 -5.02 -5.44 eV.